Below is a molecular structure, C29H62O12Si2 at a distorted geometry, with properties calculated with wB97M-V/def2-TZVPD.

The calculation puts the gap between HOMO and LUMO at 0.33808 Eh. The HOMO energy is -8.6 eV. Its net charge is 0. Its strongest force on any atom is 2.6 eV Å⁻¹.

Atoms and positions in Å:
1 C 9.740 0.430 3.311
2 C 8.974 -0.621 2.433
3 C 9.640 -1.425 1.399
4 C 8.822 -2.352 0.625
5 C 7.393 -2.499 0.902
6 C 6.712 -1.718 1.946
7 C 5.200 -1.911 2.259
8 Si 4.076 -0.493 1.682
9 O 3.266 0.120 3.056
10 Si 2.063 -0.968 3.604
11 O 4.859 0.683 0.753
12 C 4.166 1.939 0.717
13 C 5.042 3.134 1.254
14 C 6.595 2.867 1.213
15 O 4.668 3.503 2.610
16 C 7.535 -0.772 2.703
17 H 9.305 0.543 4.335
18 H 10.813 0.095 3.398
19 H 9.743 1.410 2.755
20 H 10.739 -1.309 1.236
21 H 9.349 -2.937 -0.172
22 H 6.859 -3.260 0.275
23 H 4.848 -2.892 1.851
24 H 5.110 -1.983 3.382
25 H 3.035 -1.090 0.807
26 H 1.823 -0.632 5.023
27 H 2.505 -2.369 3.578
28 H 0.778 -0.808 2.910
29 H 3.900 2.203 -0.350
30 H 3.198 1.959 1.286
31 H 4.811 4.051 0.634
32 H 7.021 2.688 2.232
33 H 6.914 2.068 0.498
34 H 7.076 3.820 0.839
35 H 5.441 3.947 2.998
36 H 7.032 -0.188 3.506
37 C -5.835 -2.234 -0.876
38 O -5.211 -1.606 0.226
39 C -5.131 -2.464 1.356
40 C -4.044 -1.990 2.306
41 O -2.735 -2.382 1.899
42 C -2.181 -1.659 0.801
43 C -1.732 -0.257 1.176
44 O -2.843 0.631 1.196
45 C -2.570 1.805 1.930
46 H -6.856 -2.535 -0.621
47 H -5.867 -1.522 -1.700
48 H -5.252 -3.106 -1.195
49 H -4.918 -3.492 1.041
50 H -6.102 -2.433 1.866
51 H -4.204 -2.481 3.270
52 H -4.098 -0.914 2.482
53 H -2.862 -1.654 -0.052
54 H -1.296 -2.227 0.503
55 H -1.023 0.115 0.426
56 H -1.247 -0.279 2.157
57 H -2.350 1.562 2.976
58 H -3.457 2.437 1.903
59 H -1.730 2.351 1.486
60 C -12.610 -4.694 -0.408
61 O -11.517 -5.553 -0.157
62 C -11.918 -6.912 -0.043
63 C -10.738 -7.836 -0.292
64 O -10.455 -8.022 -1.677
65 C -9.821 -6.928 -2.336
66 C -8.352 -6.783 -1.973
67 O -8.214 -6.110 -0.727
68 C -6.943 -6.319 -0.149
69 H -13.341 -4.749 0.405
70 H -12.232 -3.674 -0.477
71 H -13.086 -4.951 -1.361
72 H -12.715 -7.137 -0.760
73 H -12.293 -7.064 0.977
74 H -11.004 -8.828 0.082
75 H -9.849 -7.517 0.254
76 H -10.372 -5.999 -2.179
77 H -9.881 -7.162 -3.402
78 H -7.844 -6.180 -2.736
79 H -7.888 -7.774 -1.922
80 H -6.786 -7.384 0.057
81 H -6.905 -5.778 0.796
82 H -6.154 -5.941 -0.810
83 C 2.229 6.018 -1.206
84 O 3.283 6.207 -2.128
85 C 3.021 5.580 -3.377
86 C 3.869 6.203 -4.473
87 O 3.336 7.431 -4.962
88 C 3.490 8.563 -4.108
89 C 4.912 9.099 -4.079
90 O 5.715 8.326 -3.196
91 C 7.094 8.498 -3.445
92 H 2.076 4.951 -1.009
93 H 2.498 6.516 -0.275
94 H 1.305 6.469 -1.585
95 H 1.961 5.674 -3.638
96 H 3.277 4.517 -3.276
97 H 3.862 5.525 -5.330
98 H 4.910 6.319 -4.165
99 H 3.114 8.355 -3.105
100 H 2.849 9.336 -4.539
101 H 4.906 10.131 -3.707
102 H 5.331 9.078 -5.091
103 H 7.346 8.168 -4.459
104 H 7.647 7.883 -2.736
105 H 7.383 9.546 -3.308

=====

Below is 9 unconnected molecules or ions with the total composition C29H63ClNO10S11 at a distorted geometry, with properties calculated with wB97M-V/def2-TZVPD.

The calculation puts the gap between HOMO and LUMO at 0.22999 Eh. The HOMO energy is -10.1 eV. Its energy above the lowest of the compared OMol25 structures with the same formula, charge and spin is 0.0 kcal per mole. Its net charge is +1. Its strongest force on any atom is 1.1 eV Å⁻¹.

Atoms and positions in Å:
1 C 2.950 3.871 -1.317
2 C 2.881 2.351 -1.108
3 C 1.637 2.033 -0.273
4 Cl 1.992 2.397 1.471
5 C 1.099 0.620 -0.330
6 C 1.919 -0.418 0.091
7 C 3.346 -0.283 0.536
8 S 4.456 -0.706 -0.835
9 O 3.749 -0.535 -2.076
10 O 5.031 -1.999 -0.593
11 C 1.461 -1.742 0.141
12 C 0.189 -2.104 -0.197
13 C -0.686 -1.110 -0.653
14 C -2.027 -1.479 -1.003
15 S -2.617 -3.140 -0.856
16 C -2.862 -0.505 -1.451
17 N -2.406 0.761 -1.586
18 C -1.178 1.174 -1.277
19 S -1.000 2.907 -1.636
20 C -0.235 0.257 -0.751
21 H 2.071 4.254 -1.829
22 H 3.868 4.143 -1.825
23 H 2.998 4.351 -0.341
24 H 3.796 2.088 -0.593
25 H 2.799 1.888 -2.085
26 H 0.959 2.826 -0.515
27 H 3.654 0.688 0.902
28 H 3.583 -1.019 1.296
29 H 5.425 0.237 -0.711
30 H 2.100 -2.535 0.494
31 H -0.124 -3.126 -0.103
32 H -3.407 -3.067 0.225
33 H -3.881 -0.727 -1.709
34 H -3.069 1.432 -1.948
35 H -0.483 2.850 -2.876
36 C 7.225 2.270 2.983
37 S 6.912 1.605 1.349
38 O 5.455 1.810 1.077
39 C 7.119 -0.124 1.789
40 H 7.100 3.349 2.934
41 H 6.514 1.847 3.693
42 H 8.247 2.033 3.277
43 H 6.418 -0.387 2.581
44 H 8.145 -0.292 2.117
45 H 6.920 -0.727 0.904
46 C -0.385 7.339 1.554
47 S 0.847 6.627 0.459
48 O 1.662 7.746 -0.077
49 C -0.316 6.162 -0.829
50 H 0.135 7.742 2.421
51 H -0.917 8.135 1.034
52 H -1.081 6.563 1.872
53 H -0.857 7.042 -1.180
54 H -1.017 5.430 -0.431
55 H 0.253 5.723 -1.649
56 C -3.112 10.130 -3.011
57 S -2.202 9.485 -1.611
58 O -2.813 8.165 -1.261
59 C -2.811 10.672 -0.410
60 H -2.909 9.504 -3.875
61 H -4.180 10.115 -2.791
62 H -2.781 11.146 -3.222
63 H -3.899 10.618 -0.363
64 H -2.490 11.672 -0.699
65 H -2.388 10.421 0.560
66 C 0.940 -4.069 4.431
67 S 2.055 -4.405 3.064
68 O 1.266 -4.181 1.810
69 C 2.137 -6.170 3.301
70 H 0.717 -3.003 4.431
71 H 0.021 -4.640 4.300
72 H 1.428 -4.341 5.366
73 H 1.132 -6.591 3.231
74 H 2.583 -6.388 4.268
75 H 2.765 -6.583 2.518
76 C -5.788 -7.278 -2.674
77 S -5.246 -5.739 -1.927
78 O -4.236 -6.078 -0.885
79 C -6.785 -5.387 -1.069
80 H -4.950 -7.693 -3.229
81 H -6.097 -7.974 -1.896
82 H -6.614 -7.075 -3.357
83 H -7.025 -6.210 -0.396
84 H -7.582 -5.246 -1.799
85 H -6.648 -4.472 -0.497
86 C -1.598 -9.246 1.393
87 S -1.050 -7.885 2.427
88 O -0.185 -8.468 3.490
89 C -2.650 -7.559 3.175
90 H -0.730 -9.630 0.861
91 H -2.025 -10.030 2.018
92 H -2.333 -8.880 0.677
93 H -3.008 -8.456 3.680
94 H -3.352 -7.248 2.401
95 H -2.524 -6.756 3.898
96 C 4.184 -9.904 2.418
97 S 4.065 -8.960 3.941
98 O 4.801 -7.684 3.718
99 C 5.156 -10.012 4.904
100 H 3.600 -9.387 1.659
101 H 5.226 -9.964 2.105
102 H 3.773 -10.901 2.579
103 H 6.133 -10.063 4.422
104 H 4.718 -11.007 4.988
105 H 5.256 -9.573 5.893
106 C -5.644 8.332 -6.180
107 S -4.947 9.819 -6.911
108 O -3.855 10.274 -6.009
109 C -6.365 10.871 -6.588
110 H -4.891 7.549 -6.239
111 H -5.900 8.520 -5.137
112 H -6.527 8.032 -6.743
113 H -6.572 10.889 -5.518
114 H -7.227 10.496 -7.139
115 H -6.121 11.874 -6.932

=====

Below is a molecular structure, C29H63NO18Si2, with properties calculated with wB97M-V/def2-TZVPD.

The calculation puts the gap between HOMO and LUMO at 0.36531 Eh. The HOMO energy is -9.4 eV. Its energy above the lowest of the compared OMol25 structures with the same formula, charge and spin is 0.0 kcal per mole. Its net charge is 0. Its strongest force on any atom is 0.7 eV Å⁻¹.

Atoms and positions in Å:
1 C 2.228 -2.736 3.255
2 C 1.473 -3.534 2.180
3 C 0.007 -3.857 2.546
4 C -0.944 -3.540 1.403
5 N -2.284 -4.146 1.563
6 Si -3.128 -3.916 3.054
7 O -3.491 -2.311 3.280
8 Si -3.013 -1.297 4.494
9 C -2.699 0.382 3.726
10 C -2.436 0.255 2.213
11 C -1.600 1.377 1.625
12 O -0.380 1.619 2.364
13 C 0.693 0.907 2.001
14 C 2.001 1.571 2.318
15 O 0.627 -0.180 1.484
16 H 2.185 -1.670 3.041
17 H 3.279 -3.027 3.300
18 H 1.812 -2.910 4.249
19 H 2.011 -4.458 1.969
20 H 1.462 -2.937 1.265
21 H -0.099 -4.913 2.804
22 H -0.256 -3.281 3.438
23 H -0.506 -3.943 0.483
24 H -0.999 -2.454 1.269
25 H -2.875 -3.783 0.818
26 H -2.313 -4.378 4.193
27 H -4.392 -4.672 3.006
28 H -1.780 -1.822 5.131
29 H -4.052 -1.220 5.547
30 H -3.566 1.024 3.898
31 H -1.846 0.856 4.217
32 H -3.392 0.244 1.684
33 H -1.939 -0.686 1.978
34 H -1.331 1.130 0.597
35 H -2.127 2.330 1.643
36 H 2.532 1.677 1.371
37 H 1.885 2.542 2.788
38 H 2.581 0.893 2.942
39 C -2.803 -4.354 -4.955
40 C -2.669 -2.857 -5.126
41 O -2.431 -2.196 -3.867
42 C -1.181 -2.249 -3.407
43 O -0.244 -2.782 -3.945
44 O -1.141 -1.539 -2.280
45 C 0.131 -1.509 -1.617
46 H -3.579 -4.585 -4.225
47 H -3.078 -4.810 -5.907
48 H -1.865 -4.793 -4.621
49 H -3.599 -2.419 -5.486
50 H -1.869 -2.601 -5.820
51 H 0.924 -1.224 -2.305
52 H 0.354 -2.484 -1.188
53 H 0.043 -0.774 -0.822
54 C -2.941 7.580 1.188
55 C -2.167 6.388 1.706
56 O -2.914 5.165 1.562
57 C -2.909 4.634 0.341
58 O -2.324 5.062 -0.621
59 O -3.674 3.541 0.360
60 C -3.787 2.872 -0.901
61 H -3.915 7.641 1.675
62 H -2.390 8.497 1.398
63 H -3.092 7.507 0.112
64 H -1.990 6.470 2.776
65 H -1.208 6.282 1.199
66 H -2.800 2.660 -1.307
67 H -4.357 3.472 -1.608
68 H -4.316 1.947 -0.694
69 C -8.994 2.344 -5.618
70 C -8.940 1.071 -4.805
71 O -7.663 0.414 -4.927
72 C -6.685 0.926 -4.183
73 O -6.784 1.849 -3.413
74 O -5.569 0.239 -4.428
75 C -4.426 0.706 -3.706
76 H -8.742 2.142 -6.659
77 H -10.000 2.763 -5.580
78 H -8.298 3.085 -5.227
79 H -9.654 0.338 -5.175
80 H -9.145 1.258 -3.751
81 H -4.640 0.756 -2.641
82 H -4.127 1.688 -4.070
83 H -3.635 -0.018 -3.883
84 C 8.542 4.234 3.550
85 C 7.842 3.404 4.601
86 O 6.607 2.849 4.106
87 C 6.733 1.768 3.341
88 O 7.764 1.209 3.060
89 O 5.518 1.396 2.936
90 C 5.517 0.260 2.066
91 H 7.876 5.009 3.170
92 H 9.419 4.715 3.984
93 H 8.868 3.613 2.716
94 H 7.540 4.015 5.448
95 H 8.476 2.595 4.962
96 H 6.063 -0.570 2.508
97 H 5.952 0.520 1.102
98 H 4.478 -0.020 1.926
99 C 4.962 -3.988 -3.480
100 C 5.276 -2.520 -3.655
101 O 5.491 -1.867 -2.388
102 C 6.693 -2.051 -1.845
103 O 7.610 -2.665 -2.326
104 O 6.709 -1.429 -0.664
105 C 7.928 -1.557 0.074
106 H 4.111 -4.117 -2.810
107 H 4.711 -4.429 -4.445
108 H 5.817 -4.523 -3.068
109 H 4.433 -1.989 -4.091
110 H 6.151 -2.369 -4.287
111 H 8.790 -1.254 -0.517
112 H 8.065 -2.583 0.412
113 H 7.824 -0.897 0.930

=====

Below is 10 unconnected molecules or ions with the total composition C29H64Cl18OP, with properties calculated with wB97M-V/def2-TZVPD.

The calculation puts the gap between HOMO and LUMO at 0.16327 Eh. The HOMO energy is -2.7 eV. Its net charge is -1. Its strongest force on any atom is 0.8 eV Å⁻¹.

Atoms and positions in Å:
1 C 5.061 -2.280 0.602
2 O 4.054 -1.494 0.017
3 C 4.055 -0.148 0.454
4 C 4.633 0.829 -0.567
5 C 4.372 2.265 -0.079
6 C 4.354 3.325 -1.182
7 C 3.023 3.513 -1.930
8 C 1.772 3.445 -1.043
9 C 1.125 2.053 -1.072
10 C -0.144 1.981 -0.208
11 C -0.175 0.830 0.816
12 C -1.033 -0.399 0.459
13 P -1.007 -1.066 -1.354
14 H 5.206 -2.044 1.660
15 H 4.782 -3.332 0.534
16 H 6.004 -2.150 0.057
17 H 3.020 0.131 0.672
18 H 4.611 -0.036 1.393
19 H 4.228 0.623 -1.557
20 H 5.717 0.676 -0.546
21 H 5.190 2.518 0.598
22 H 3.469 2.260 0.537
23 H 5.113 3.047 -1.920
24 H 4.652 4.281 -0.745
25 H 3.062 4.509 -2.383
26 H 2.937 2.815 -2.766
27 H 2.050 3.684 -0.014
28 H 1.027 4.156 -1.409
29 H 0.907 1.815 -2.115
30 H 1.853 1.319 -0.723
31 H -1.036 1.998 -0.827
32 H -0.149 2.918 0.366
33 H -0.586 1.256 1.742
34 H 0.846 0.532 1.061
35 H -0.645 -1.237 1.055
36 H -2.074 -0.266 0.777
37 H 0.366 -0.546 -1.583
38 H -1.637 0.163 -1.895
39 H -2.376 -1.632 -1.130
40 H -0.436 -2.365 -0.875
41 H -1.010 -1.617 -2.701
42 Cl -2.826 1.900 -2.939
43 C -2.918 3.470 -3.789
44 C -3.958 3.497 -4.882
45 Cl -3.507 2.436 -6.250
46 H -1.929 3.688 -4.184
47 H -3.163 4.218 -3.037
48 H -4.068 4.494 -5.294
49 H -4.925 3.163 -4.510
50 Cl -0.929 -5.257 -2.482
51 C 0.675 -5.169 -3.245
52 C 1.176 -3.760 -3.440
53 Cl 0.285 -2.872 -4.699
54 H 0.629 -5.700 -4.194
55 H 1.357 -5.700 -2.580
56 H 2.213 -3.803 -3.770
57 H 1.117 -3.175 -2.521
58 Cl -3.272 -4.398 -0.314
59 C -2.993 -5.294 1.197
60 C -1.869 -4.714 2.019
61 Cl -0.274 -4.976 1.273
62 H -2.798 -6.336 0.946
63 H -3.918 -5.239 1.769
64 H -1.844 -5.207 2.991
65 H -2.000 -3.644 2.165
66 Cl -4.313 6.625 -3.733
67 C -4.411 8.184 -4.587
68 C -5.449 8.159 -5.679
69 Cl -4.977 7.086 -7.021
70 H -3.424 8.409 -4.982
71 H -4.674 8.941 -3.849
72 H -5.567 9.159 -6.094
73 H -6.410 7.819 -5.303
74 Cl 6.513 2.350 3.341
75 C 7.666 3.584 2.786
76 C 7.367 4.943 3.364
77 Cl 5.852 5.624 2.720
78 H 7.638 3.598 1.699
79 H 8.657 3.261 3.103
80 H 8.166 5.634 3.101
81 H 7.280 4.902 4.447
82 Cl 8.390 -0.019 1.374
83 C 9.984 0.171 0.605
84 C 10.490 1.588 0.677
85 Cl 9.534 2.698 -0.339
86 H 9.900 -0.166 -0.425
87 H 10.673 -0.488 1.132
88 H 11.515 1.629 0.313
89 H 10.465 1.963 1.697
90 Cl -5.278 -6.165 3.939
91 C -5.938 -7.537 3.016
92 C -6.981 -7.099 2.021
93 Cl -8.471 -6.530 2.825
94 H -6.340 -8.256 3.725
95 H -5.104 -7.995 2.486
96 H -7.263 -7.941 1.390
97 H -6.617 -6.295 1.386
98 Cl 2.033 3.563 2.995
99 C 0.762 2.965 4.093
100 C 1.246 1.808 4.931
101 Cl 1.518 0.361 3.938
102 H -0.095 2.681 3.487
103 H 0.482 3.795 4.739
104 H 0.494 1.552 5.676
105 H 2.176 2.053 5.440
106 Cl -14.656 -7.630 3.660
107 C -13.019 -7.566 2.952
108 C -12.480 -6.161 2.881
109 Cl -13.359 -5.162 1.695
110 H -13.065 -8.021 1.967
111 H -12.374 -8.169 3.588
112 H -11.439 -6.189 2.566
113 H -12.540 -5.663 3.845